Density functional theory data (ωB97M-V with the def2-TZVPD basis set) for a structure of composition C21H48AlN4O10 in a non-equilibrium geometry.

Last column: Mulliken charge in e.
Cartesian coordinates (Å):
C (0.96845, -2.00252, -0.55297)  -0.6193
O (1.86500, -0.90255, -0.37851)  -0.4839
C (1.54155, -0.12326, 0.80240)  0.5290
C (2.53569, 1.01317, 0.96875)  -1.0132
C (2.08018, 2.39216, 0.44707)  -0.0437
C (1.13972, 3.28098, 1.34091)  -0.9918
C (0.48771, 2.66975, 2.60422)  -0.1685
C (-0.98671, 2.19906, 2.38499)  -0.2140
C (-1.28789, 0.73871, 2.77733)  -0.9302
C (-2.21518, -0.01498, 1.81452)  0.6473
C (-3.49701, 0.74389, 1.48329)  -0.6042
C (-4.25634, 0.29353, 0.22606)  -1.2125
N (-3.56966, 0.28934, -1.06547)  0.0464
C (-3.58260, 1.53169, -1.81212)  -0.7095
C (-2.42900, 2.50817, -1.48122)  0.6869
O (-2.65606, 3.56522, -0.96935)  -0.5595
O (-1.20329, 2.07962, -1.80558)  -0.2816
H (1.52522, -2.89601, -0.84771)  0.3363
H (0.22009, -1.78418, -1.32831)  0.1698
H (0.43532, -2.23930, 0.36562)  0.2437
H (0.54328, 0.28761, 0.66663)  -0.4773
H (1.58001, -0.79030, 1.66284)  0.5567
H (2.89438, 1.06879, 1.99661)  0.3135
H (3.42075, 0.71957, 0.38498)  0.4688
H (3.00262, 2.96101, 0.28483)  0.4632
H (1.64571, 2.25900, -0.55257)  -0.2148
H (1.70218, 4.17307, 1.62082)  0.3480
H (0.31177, 3.63287, 0.71845)  0.2967
H (0.41021, 3.48885, 3.32470)  0.5344
H (1.08441, 1.90929, 3.09911)  -0.2022
H (-1.27967, 2.36084, 1.34284)  -0.4634
H (-1.62987, 2.82176, 3.00992)  0.5267
H (-1.80563, 0.74637, 3.74258)  0.4922
H (-0.37852, 0.17883, 2.95330)  0.3896
H (-2.51397, -0.92753, 2.34603)  -0.1412
H (-1.66798, -0.35019, 0.93320)  -0.2026
H (-3.36561, 1.82762, 1.45228)  0.4277
H (-4.19928, 0.55089, 2.30186)  0.4271
H (-5.13427, 0.93556, 0.12741)  0.4969
H (-4.60885, -0.72993, 0.40780)  0.3423
H (-2.64202, -0.12293, -1.02605)  0.1755
H (-4.55220, 2.01990, -1.72763)  0.4684
H (-3.47014, 1.27703, -2.88413)  0.1869
N (2.77680, 0.88651, -2.98925)  -0.2808
H (2.09142, 1.39134, -3.54836)  0.3127
H (3.37729, 1.55375, -2.50293)  0.4086
H (2.28890, 0.30716, -2.27946)  0.1373
H (3.34130, 0.29641, -3.60372)  0.3364
N (2.03627, 0.78982, 5.70208)  1.0456
O (2.30380, 0.18179, 6.73124)  -0.5338
O (2.73596, 1.73198, 5.32048)  -0.5203
O (1.05335, 0.45240, 5.02198)  -0.4086
Al (-1.33492, 2.41116, -3.71401)  0.2485
C (5.48173, 2.12862, -7.56836)  -1.2474
C (4.74730, 0.91009, -7.06767)  0.7833
O (3.72855, 0.49416, -7.58837)  -0.6304
N (5.26102, 0.26445, -5.97389)  -0.2047
C (6.44907, 0.59720, -5.20279)  -0.7962
H (4.94797, 2.51877, -8.42903)  0.2918
H (5.52488, 2.90146, -6.79961)  0.3497
H (6.49703, 1.87153, -7.87138)  0.3746
H (4.72342, -0.54794, -5.71318)  0.2619
H (7.15608, -0.23213, -5.22321)  0.3090
H (6.19193, 0.79370, -4.15861)  0.2367
H (6.93345, 1.47805, -5.60912)  0.3033
C (-3.18070, -2.52165, -2.50157)  -0.2058
O (-3.11867, -3.28819, -1.47040)  -0.3029
H (-3.64478, -2.92638, -3.43024)  0.3429
H (-3.83182, -1.56240, -2.31942)  0.1854
H (-2.22098, -2.05168, -2.82392)  0.1402
O (-0.69582, -2.64032, 5.23651)  -0.5351
C (-1.61496, -3.27997, 4.80882)  0.8281
O (-1.50057, -3.82190, 3.57240)  -0.4003
C (-2.44991, -4.73653, 3.02095)  -0.5352
C (-3.59335, -4.00781, 2.34898)  -0.6094
C (-2.91357, -3.42936, 5.56840)  -1.0205
H (-2.79346, -5.44966, 3.77121)  0.3557
H (-1.89021, -5.30734, 2.28110)  0.3491
H (-4.16619, -3.40959, 3.05883)  0.2453
H (-4.27182, -4.71316, 1.86859)  0.4511
H (-3.19874, -3.33061, 1.58942)  -0.0169
H (-3.53852, -2.56015, 5.36556)  0.2274
H (-2.67991, -3.45148, 6.62956)  0.3403
H (-3.47107, -4.33256, 5.33261)  0.3428

Computed properties:
Lowest unoccupied orbital energy ... -8.09 eV
Net charge ... +1
Electronic energy ... -55569.53120 eV

=====

Density functional theory data (ωB97M-V with the def2-TZVPD basis set) for a cluster of 2 separate species, C4H6N2O in total in a non-equilibrium geometry.

Last column: Mulliken spin population.
Cartesian coordinates (Å):
C (-0.71487, -0.41801, -1.61534)  0.0052
C (0.22406, -0.48548, -0.77557)  0.4988
C (1.30762, -0.83218, 0.05670)  0.1093
C (1.72893, 0.51978, 0.83099)  -0.0094
N (-2.20420, -0.94686, 0.32746)  0.1386
N (-1.26311, -1.04769, 1.01966)  0.6754
O (1.92129, -1.87874, 0.07624)  0.2766
H (-1.79233, -0.50189, -1.12187)  0.0774
H (-0.61496, -0.15110, -2.69809)  0.0582
H (2.64465, 0.96740, 0.40524)  0.0073
H (2.12996, 0.31403, 1.80494)  0.0032
H (1.08916, 1.34377, 0.90786)  0.0022
H (-3.21045, -1.21862, 0.50384)  0.1572

Computed properties:
Lowest unoccupied orbital energy (spin up / spin down) ... 0.25 / -1.79 eV
Multiplicity ... 3
Electronic energy ... -9265.92669 eV

=====

Density functional theory data (ωB97M-V with the def2-TZVPD basis set) for a structure of composition C8H17IN2O2PPb in a non-equilibrium geometry.

Last column: natural (NBO) charge in e.
Cartesian coordinates (Å):
C (1.59656, 0.02221, 2.06982)  -0.9296
P (1.01130, -0.79955, 0.46765)  0.7871
C (2.44387, -1.98252, 0.08073)  -0.9293
C (0.91416, 0.47058, -0.91903)  -0.2772
C (-0.34353, 1.41671, -0.91438)  -0.4185
C (-1.36486, 1.27253, 0.27023)  -0.4183
C (-2.57478, 0.30932, -0.09254)  -0.4316
C (-2.63214, -1.01147, 0.76415)  -0.2269
N (-3.85267, -1.13176, 1.59152)  -0.8230
N (0.91619, -0.26161, -2.24314)  -0.7980
I (-0.40878, -1.87159, -2.29628)  0.3678
C (2.18280, 1.40373, -1.02019)  0.7591
O (3.18519, 1.30466, -0.27801)  -0.6585
O (2.24655, 2.38520, -2.01782)  -0.8555
H (1.09788, 1.00166, 2.21138)  0.2404
H (1.45146, -0.65560, 2.93332)  0.2567
H (2.69029, 0.24179, 2.03672)  0.2276
H (2.09144, -3.00026, 0.34546)  0.2614
H (3.35548, -1.70032, 0.65203)  0.2324
H (2.68421, -2.00921, -1.00533)  0.2104
H (-0.89685, 1.25491, -1.86540)  0.2447
H (-0.00604, 2.47710, -0.95747)  0.2301
H (-1.84352, 2.27370, 0.38041)  0.2238
H (-0.92152, 1.04234, 1.25570)  0.2122
H (-2.60306, 0.09733, -1.18438)  0.2044
H (-3.52417, 0.85501, 0.11447)  0.2136
H (-1.72247, -1.17081, 1.36981)  0.2006
H (-2.68279, -1.86791, 0.05041)  0.1855
H (-4.65070, -1.03248, 0.97060)  0.3513
H (-3.88241, -0.38982, 2.28457)  0.3495
H (1.85650, -0.58747, -2.46447)  0.3377
Pb (4.18640, 1.64360, -2.59051)  1.6702

Computed properties:
Lowest unoccupied orbital energy ... -6.47 eV
Net charge ... +1
Electronic energy ... -38274.69238 eV

=====

Density functional theory data (ωB97M-V with the def2-TZVPD basis set) for a cluster of 3 separate species, C31H54FN4O15PS in total in a non-equilibrium geometry.

Last column: Mulliken charge in e.
Cartesian coordinates (Å):
C (-4.34282, 8.41178, -1.27252)  -0.9328
C (-5.67420, 7.55090, -1.19714)  -0.2794
O (-5.96703, 7.19465, 0.16033)  -0.4072
C (-5.15031, 6.09359, 0.59887)  -0.2757
C (-5.98543, 4.76050, 0.63568)  -0.2508
O (-6.66835, 4.50164, 1.86265)  -0.4374
C (-5.77979, 4.20332, 2.93692)  -0.4812
C (-5.05323, 2.80014, 2.80657)  0.0920
O (-5.57873, 1.80917, 3.69964)  -0.3927
C (-4.52657, 1.01015, 4.27404)  -1.2589
C (-4.27019, -0.24226, 3.36147)  0.4336
C (-5.21122, -1.35881, 3.55432)  -0.8669
C (-5.09286, -2.59595, 2.76233)  0.2147
S (-6.24523, -3.98724, 3.01022)  1.3028
O (-6.70392, -4.38491, 1.69393)  -0.5518
O (-7.37468, -3.57205, 3.81630)  -0.6048
F (-5.40749, -5.23557, 3.61649)  -0.2250
C (-4.03874, -2.65468, 1.76958)  -0.2862
C (-3.08937, -1.52545, 1.56929)  0.3065
C (-3.17374, -0.31542, 2.37270)  0.6813
P (-1.94576, 1.08473, 2.16747)  0.1031
O (-2.27956, 2.00550, 0.79040)  -0.4473
O (-0.38525, 0.42659, 2.12109)  -0.3195
C (-2.11850, -1.93792, 0.41973)  0.1137
O (-1.41445, -1.20192, -0.20536)  -0.4765
N (-2.36135, -3.33389, 0.31564)  0.2902
N (-1.29631, -4.22444, 0.20095)  0.2480
C (-1.05429, -4.65323, -1.19338)  0.5027
C (-1.11067, -6.21116, -1.42175)  -1.1555
O (-0.85200, -3.94215, -2.14310)  -0.4111
C (-0.08992, -3.77390, 0.92075)  0.1106
C (1.17858, -3.13817, 0.26411)  -0.0903
O (-0.06319, -3.90106, 2.11960)  -0.5269
C (-3.62571, -3.81438, 0.76955)  0.2491
O (-4.18620, -4.81386, 0.47186)  -0.5126
H (-4.20613, 8.87415, -0.25684)  0.2387
H (-4.38769, 9.17888, -2.08306)  0.3381
H (-3.48985, 7.69518, -1.39953)  0.2506
H (-6.50138, 8.15643, -1.64004)  0.3595
H (-5.57738, 6.60877, -1.81527)  0.2725
H (-4.31160, 5.93567, -0.13923)  0.2582
H (-4.67004, 6.37553, 1.56724)  0.1679
H (-5.33543, 3.91217, 0.28190)  0.1458
H (-6.78790, 4.87025, -0.14851)  0.2934
H (-6.42073, 4.13742, 3.86236)  0.3706
H (-5.02290, 5.00297, 3.14729)  0.1885
H (-3.95320, 3.00086, 2.93971)  0.1761
H (-5.15454, 2.39459, 1.75544)  0.1621
H (-4.96184, 0.62432, 5.23927)  0.4286
H (-3.60483, 1.59814, 4.49549)  0.5176
H (-6.00871, -1.27680, 4.33439)  0.4686
H (-2.78006, 1.41352, 0.18637)  0.3565
H (0.10403, 0.90713, 1.42349)  0.2753
H (-0.86695, -6.44423, -2.48119)  0.3627
H (-2.14630, -6.52029, -1.11684)  0.2670
H (-0.40354, -6.73162, -0.71448)  0.2820
H (1.30198, -3.37775, -0.81645)  0.0209
H (1.18047, -2.01718, 0.33861)  -0.0604
H (2.10714, -3.50845, 0.77736)  0.3403
C (3.44057, 2.42235, -4.87580)  -0.6742
O (2.12042, 2.00093, -5.16727)  -0.3277
C (2.03234, 1.08099, -6.25278)  -0.8530
C (1.70250, -0.32393, -5.76119)  -0.1084
N (2.82874, -0.92279, -5.05032)  -0.2770
C (2.49287, -2.13508, -4.30093)  -1.2394
C (1.42834, -2.03683, -3.20175)  -0.1169
O (1.81505, -1.28730, -2.06482)  0.2434
C (1.69821, 0.11773, -2.19723)  -0.9340
H (3.37957, 3.27813, -4.20240)  0.2333
H (4.00896, 1.63503, -4.37249)  0.2604
H (3.96653, 2.73761, -5.78276)  0.3366
H (2.93553, 1.08912, -6.87122)  0.3911
H (1.20391, 1.42346, -6.88011)  0.4071
H (1.44814, -0.95355, -6.61956)  0.4057
H (0.81710, -0.24459, -5.12091)  0.1426
H (3.20144, -0.24598, -4.39698)  0.0477
H (3.42071, -2.48025, -3.83561)  0.3771
H (2.19122, -2.90884, -5.01404)  0.4716
H (1.25561, -3.05084, -2.83512)  0.0095
H (0.46058, -1.69073, -3.57959)  0.4536
H (0.84765, 0.40832, -2.81892)  0.2888
H (2.62740, 0.53596, -2.59398)  0.1561
H (1.55501, 0.54116, -1.20036)  0.3939
C (7.87864, -2.37650, 3.83247)  -0.6931
O (8.11607, -1.17127, 3.12724)  -0.3293
C (8.68345, -1.35928, 1.83365)  -0.8099
C (7.66634, -1.06707, 0.73591)  -0.1263
N (6.62905, -2.09304, 0.67669)  -0.3072
C (5.46966, -1.73213, -0.14102)  -0.8073
C (4.66896, -0.48283, 0.24493)  0.2156
O (3.94198, -0.60340, 1.45892)  -0.3424
C (4.70161, -0.38810, 2.63620)  -0.6355
H (7.66719, -2.12208, 4.87162)  0.2338
H (7.01227, -2.90967, 3.43129)  0.2889
H (8.75779, -3.02867, 3.81202)  0.3336
H (9.12320, -2.35523, 1.71975)  0.4107
H (9.49572, -0.63152, 1.74503)  0.3930
H (8.18204, -1.02652, -0.22880)  0.3651
H (7.24372, -0.07706, 0.93987)  0.1661
H (6.30142, -2.28275, 1.61497)  0.1221
H (4.78774, -2.58629, -0.10844)  0.3228
H (5.79919, -1.63132, -1.18041)  0.4160
H (3.91447, -0.33737, -0.53367)  -0.4601
H (5.27675, 0.42959, 0.24323)  0.4165
H (5.47822, 0.36862, 2.49697)  0.3209
H (5.13889, -1.32763, 2.98297)  0.1719
H (4.02309, -0.04248, 3.41804)  0.3073

Computed properties:
Lowest unoccupied orbital energy ... -1.41 eV
SMILES string ... CCOCCOCCOCc1cc(S(=O)(=O)F)c2c(c1P(O)O)C(=O)N(N(C(C)=O)C(C)=O)C2=O.COCCNCCOC.COCCNCCOC
Electronic energy ... -92528.55451 eV

=====

The lowest electronic energy belongs to which entry?
C31H54FN4O15PS